(1)
# C2HClFNO3

A cluster of 2 separate species, C2HClFNO3 in total (ωB97M-V/def2-TZVPD, the OMol25 dataset).

Geometry as ORCA input:
```
! wB97M-V def2-TZVPD RIJCOSX def2/J DEFGRID3
* xyz 0 1
C 0.1663 -0.3066 -1.6832
C 0.0730 -0.5452 -0.3116
N 2.2733 0.1987 0.5103
O 0.7025 -0.9950 -2.4533
O 2.7106 1.2282 0.2442
O 2.4568 -0.7637 1.1192
F -0.3109 0.9529 -2.0173
Cl 0.5131 -2.1289 0.1022
H -0.6636 0.1142 0.1812
*
```

The largest force on an atom is 4.2 eV/Å. For the calculated total energy, the calculation gives -917.160835 hartree. The HOMO energy (alpha / beta) comes out at -9.9985 / -9.7861 eV. Its energy relative to the best compared isomer or geometry (same formula, charge and spin) is 42.19 kcal per mole. For the frontier orbital gap (alpha / beta), the calculation gives 8.11 / 8.50 eV.



(2)
# C4H7NOS2

The molecule C4H7NOS2 (ωB97M-V/def2-TZVPD, the OMol25 dataset).

Geometry as ORCA input:
```
! wB97M-V def2-TZVPD RIJCOSX def2/J DEFGRID3
* xyz 0 1
C 2.5622 -0.0774 0.5472
C 1.6051 -0.1038 -0.6637
C 0.1897 0.3073 -0.2730
S -0.2422 1.8484 0.0195
S -0.8429 -1.0891 -0.0688
N -2.2818 -0.4783 0.5084
C -3.2617 0.0700 -0.3376
O -4.2342 0.6221 0.0884
H 2.5717 0.9398 0.9732
H 3.5445 -0.4135 0.2415
H 2.2426 -0.7613 1.3326
H 1.6077 -1.0965 -1.0599
H 1.9506 0.5808 -1.4075
H -2.4261 -0.2714 1.4942
H -2.9849 -0.0769 -1.3947
*
```

The largest force on an atom is 1.3 eV/Å. For the calculated total energy, the calculation gives -1082.974657 hartree. The HOMO energy comes out at -8.9667 eV. Its energy relative to the best compared isomer or geometry (same formula, charge and spin) is 12.66 kcal per mole. Its structure (SMILES) is CCC(=S)SNC=O. For the frontier orbital gap, the calculation gives 8.64 eV.



(3)
# C4H7NS

A cluster of 2 separate species, C4H7NS in total (ωB97M-V/def2-TZVPD, the OMol25 dataset).

Geometry as ORCA input:
```
! wB97M-V def2-TZVPD RIJCOSX def2/J DEFGRID3
* xyz 0 1
C 1.3393 1.5899 0.3194
C 2.2297 0.6915 0.0837
S 3.2159 -0.5121 -0.2693
H 0.7865 1.5778 1.1542
H 1.3787 2.4407 -0.3517
C -1.9354 0.0819 -0.6776
N -1.1660 -0.1768 0.2644
C -0.4749 -1.4555 0.3700
H -2.4105 -0.3702 -1.5819
H -2.2182 1.1812 -0.6547
H 0.3953 -1.1092 0.9157
H -1.0287 -2.0531 1.0262
H -0.1117 -1.8862 -0.5983
*
```

The largest force on an atom is 3.9 eV/Å. For the calculated total energy, the calculation gives -609.432252 hartree. The HOMO energy comes out at -8.5716 eV. Its energy relative to the best compared isomer or geometry (same formula, charge and spin) is 79.21 kcal per mole. Its structure (SMILES) is C=C=S.C=NC. For the frontier orbital gap, the calculation gives 8.59 eV.



(4)
# C27H44AlBBrF3I2NO13

A structure of composition C27H44AlBBrF3I2NO13 (ωB97M-V/def2-TZVPD, the OMol25 dataset).

Geometry as ORCA input:
```
! wB97M-V def2-TZVPD RIJCOSX def2/J DEFGRID3
* xyz -1 1
C 0.9162 3.0812 1.7426
C 1.1008 1.8847 0.7279
B 0.5130 0.5884 1.4445
O 1.3764 0.0229 2.4653
C -0.9535 -0.1029 1.1881
C -0.5194 -1.5584 0.8581
C 0.6658 -1.6282 -0.1992
C 0.5369 -3.0358 -0.9133
C -0.2204 -2.9650 -2.2716
O 0.3869 -2.0607 -3.1982
O -1.2863 0.4871 -0.0914
Al -2.3308 2.0179 0.2012
C -1.6098 3.8405 -0.3312
C -4.0008 1.7765 -0.9525
C -3.9411 0.3387 -1.6038
C -5.2454 -0.0656 -2.3944
Br -5.7763 -1.9040 -1.8049
O -2.3521 1.6297 2.0125
C -1.9560 0.2765 2.3416
C -1.3491 0.5432 3.7807
C -0.7204 -0.6959 4.4480
C 0.1144 -0.4174 5.7519
N -0.8684 -1.9013 4.0671
C -3.3443 -0.4127 2.6307
I -3.7916 -2.2829 1.6119
C -4.6247 0.4985 2.4839
C -5.9975 -0.3111 2.5405
I -4.8558 1.9182 4.1571
H 1.3328 4.0407 1.3829
H 1.4888 2.8122 2.6640
H -0.1378 3.2051 2.0734
H 2.2146 1.7449 0.6412
H 0.7368 2.0969 -0.2910
H 1.9137 -0.6801 2.0979
H -0.1616 -2.1535 1.7276
H -1.3199 -2.1380 0.3449
H 1.6680 -1.6747 0.2790
H 0.5677 -0.8642 -0.9917
H -0.0300 -3.7460 -0.2614
H 1.5333 -3.5181 -1.0566
H -1.2991 -2.7818 -2.1138
H -0.1378 -3.9878 -2.7295
H 1.3275 -2.2463 -3.1196
H -2.1425 4.3043 -1.1972
H -1.8151 4.5369 0.5287
H -0.5161 3.9021 -0.5062
H -4.9680 1.9959 -0.4426
H -3.9304 2.4908 -1.8143
H -3.0576 0.3440 -2.2816
H -3.7126 -0.4151 -0.8248
H -4.9712 -0.1814 -3.4621
H -6.0595 0.6617 -2.2403
H -2.1483 0.8636 4.4940
H -0.6688 1.4260 3.7772
H -0.5312 -0.6434 6.6324
H 1.0631 -0.9821 5.7755
H 0.3358 0.6689 5.7926
H -0.3576 -2.5456 4.6708
H -3.3547 -0.7181 3.7024
H -4.6814 1.0505 1.5321
H -6.0010 -1.0932 3.3212
H -6.7618 0.4363 2.8674
H -6.3308 -0.6450 1.5416
C -0.8357 -1.5706 -6.4176
C -2.3029 -1.3686 -6.6591
O -2.4179 0.0422 -6.7238
C -1.2219 0.4990 -7.1875
O -1.0434 1.5901 -7.6165
O -0.2620 -0.4566 -7.1071
F -3.0445 -1.8223 -5.6192
H -0.5756 -1.5180 -5.3564
H -0.4707 -2.5132 -6.8232
H -2.6730 -1.8081 -7.5896
C 5.2439 1.0171 -1.5242
C 4.0252 1.7170 -2.0498
O 3.3040 0.6620 -2.6648
C 3.6329 -0.4675 -1.9867
O 3.0260 -1.4842 -2.0455
O 4.7396 -0.2839 -1.2207
F 4.3518 2.6359 -2.9935
H 6.0334 0.9339 -2.2750
H 5.6525 1.4978 -0.6355
H 3.4053 2.1853 -1.2812
C 7.9033 -1.1287 2.5595
C 6.4368 -0.9528 2.2861
O 6.2984 0.4565 2.2265
C 7.4947 0.9359 1.7939
O 7.6621 2.0324 1.3748
O 8.4720 -0.0018 1.8912
F 5.6835 -1.4257 3.3084
H 8.1368 -1.0760 3.6252
H 8.2956 -2.0619 2.1584
H 6.0958 -1.3938 1.3458
*
```

The largest force on an atom is 2.9 eV/Å. For the calculated total energy, the calculation gives -5824.539804 hartree. The HOMO energy comes out at -5.0812 eV. For the frontier orbital gap, the calculation gives 6.81 eV.



(5)
# C25H32BCl3IN7OSV

A structure of composition C25H32BCl3IN7OSV (ωB97M-V/def2-TZVPD, the OMol25 dataset).

Geometry as ORCA input:
```
! wB97M-V def2-TZVPD RIJCOSX def2/J DEFGRID3
* xyz 3 1
V 0.3590 0.0036 -0.1184
C 1.7504 -3.1674 0.5639
C 2.5646 -2.0652 -0.0117
C 3.8878 -2.0635 -0.3614
C 4.1616 -0.7946 -0.9035
C 5.4440 -0.2893 -1.4556
N 3.0428 -0.0719 -0.8643
N 2.0372 -0.8374 -0.3169
B 2.7467 1.3738 -1.3547
N 1.5676 1.2946 -2.3546
N 0.3674 0.7833 -1.9154
C -0.5356 0.9527 -2.9344
C -1.9862 0.6311 -2.8310
C 0.1077 1.5312 -3.9988
C 1.4389 1.7301 -3.6088
C 2.5541 2.3302 -4.3853
N 2.2031 2.1939 -0.1727
N 1.0383 1.7556 0.3942
C 0.5697 2.7464 1.1981
C -0.7548 2.6706 1.8762
C 1.4726 3.7868 1.1791
C 2.4944 3.4116 0.2983
C 3.6992 4.1753 -0.1160
H 2.3217 -3.6915 1.3305
H 0.8257 -2.8059 1.0089
H 1.5098 -3.9001 -0.2088
H 4.5917 -2.8713 -0.2497
H 6.2428 -0.9932 -1.2375
H 5.3736 -0.1779 -2.5390
H 5.7038 0.6790 -1.0303
H 3.7101 1.8609 -1.8381
H -2.4462 1.1205 -1.9698
H -2.4965 1.0087 -3.7141
H -2.1774 -0.4412 -2.7858
H -0.3288 1.7975 -4.9468
H 2.3183 2.3102 -5.4463
H 2.6972 3.3722 -4.0923
H 3.4887 1.7980 -4.2199
H -1.2898 1.7477 1.6385
H -0.6549 2.7386 2.9587
H -1.3792 3.5035 1.5522
H 1.4032 4.7190 1.7146
H 3.9039 4.9633 0.6044
H 4.5737 3.5314 -0.1891
H 3.5343 4.6426 -1.0886
Cl 1.2766 -2.1691 -3.1155
C -0.1673 -3.1414 -2.8369
Cl 0.2887 -4.8268 -2.6329
Cl -1.2650 -2.9389 -4.2082
C -0.9742 -2.6738 -1.6108
N -0.7462 -1.5614 -1.0243
C 1.2995 -1.0139 4.1787
S -0.0814 -0.3415 3.2810
O 0.4323 -0.4399 1.8045
C -1.3384 -1.5498 3.4885
C -2.6123 -1.0414 3.7381
C -3.6672 -1.9257 3.9202
C -3.4388 -3.2915 3.8516
C -2.1610 -3.7924 3.6027
C -1.0999 -2.9254 3.4244
H 1.5498 -2.0055 3.8089
H 1.0091 -1.0528 5.2295
H 2.1311 -0.3245 4.0458
H -2.7722 0.0279 3.8109
H -4.6581 -1.5482 4.1323
H -4.2587 -3.9794 4.0121
H -1.9956 -4.8612 3.5777
H -0.1031 -3.3153 3.2623
I -2.5949 -3.8201 -1.0556
C -1.4044 -0.9958 0.0314
H -1.5491 -1.5712 0.9408
H -2.1745 -0.2592 -0.2211
*
```

The largest force on an atom is 0.5 eV/Å. For the calculated total energy, the calculation gives -4474.804682 hartree. The HOMO energy comes out at -17.3579 eV. For the frontier orbital gap, the calculation gives 6.53 eV.



(6)
# C3H3IO2

The molecule C3H3IO2 (ωB97M-V/def2-TZVPD, the OMol25 dataset).

Geometry as ORCA input:
```
! wB97M-V def2-TZVPD RIJCOSX def2/J DEFGRID3
* xyz 0 1
C -1.0664 -0.3812 0.2691
C -2.2628 0.0389 -0.0601
C 0.0413 0.7038 -0.0184
O -1.6491 2.1095 -0.2789
O -0.5179 1.8528 0.3958
I -4.3016 -0.1139 -0.0127
H -0.7266 -1.3299 0.3864
H 0.8738 0.4938 0.4912
H 0.0654 0.6643 -1.0583
*
```

The largest force on an atom is 4.3 eV/Å. For the calculated total energy, the calculation gives -564.030451 hartree. The HOMO energy (alpha / beta) comes out at -8.7818 / -8.7756 eV. Its energy relative to the best compared isomer or geometry (same formula, charge and spin) is 149.58 kcal per mole. For the frontier orbital gap (alpha / beta), the calculation gives 8.27 / 8.26 eV.